Entry 1:
Below is one molecule with the formula C4H6N2O, with properties calculated with wB97M-V/def2-TZVPD.

Values from the calculation:
**ΔE to the lowest compared entry with this formula, charge and spin**: 65.9 kcal/mol
**Max |F|**: 0.48 eV/A
**LUMO**: 0.77 eV
**HOMO-LUMO gap**: 9.79 eV

Structure (ORCA input):
```
! wB97M-V def2-TZVPD RIJCOSX def2/J DEFGRID3
* xyz 0 1
C 0.117 0.325 1.826
C -0.333 -1.609 0.518
C 0.763 -0.596 0.772
N 0.994 0.144 -0.470
C 0.085 -0.270 -1.240
N -0.225 0.042 -2.524
O -0.749 -1.288 -0.697
H 0.107 -0.154 2.807
H 0.666 1.268 1.864
H -0.922 0.540 1.546
H 1.687 -1.037 1.161
H -1.190 -0.072 -2.794
H 0.245 0.851 -2.898
*
```



Entry 2:
Below is C13H18Cl5I2InOP2 as an isolated structure at a distorted geometry, with properties calculated with wB97M-V/def2-TZVPD.

Values from the calculation:
**ΔE to the lowest compared entry with this formula, charge and spin**: 0.0 kcal/mol
**Max |F|**: 3.50 eV/A
**LUMO (spin up / spin down)**: -10.12 / -9.52 eV
**HOMO-LUMO gap (spin up / spin down)**: 3.79 / 4.35 eV

Structure (ORCA input):
```
! wB97M-V def2-TZVPD RIJCOSX def2/J DEFGRID3
* xyz 2 1
I 3.168 -0.997 1.411
I -1.603 -1.311 -1.756
In 0.835 -1.017 -0.355
P 1.432 1.347 -1.251
C 1.160 2.843 -0.276
C 3.185 1.377 -1.491
H 3.330 2.278 -2.090
H 0.995 2.436 -3.226
H 3.521 0.489 -2.014
H 0.652 0.691 -3.389
H 1.604 2.665 0.727
H 3.673 1.456 -0.531
C 0.538 1.558 -2.761
H 1.694 3.673 -0.702
H -0.535 1.741 -2.589
H 0.065 2.948 -0.217
P 0.301 -3.466 0.433
C -0.507 -3.535 2.034
C -0.732 -4.306 -0.770
H 2.441 -4.178 -0.377
H 1.585 -5.432 0.553
H 2.412 -4.076 1.394
C 1.836 -4.367 0.510
H -0.370 -4.115 -1.779
H -0.720 -5.383 -0.581
H -0.674 -4.591 2.279
H -1.468 -3.021 2.015
H -1.758 -3.937 -0.708
H 0.119 -3.086 2.804
C -0.651 -0.053 1.280
O -0.681 -0.583 2.353
Cl 0.092 2.218 2.994
C -1.184 2.314 1.810
C -1.506 1.230 1.074
C -2.408 1.657 0.001
Cl -3.782 0.743 -0.297
C -2.492 3.001 -0.449
Cl -2.947 3.426 -2.082
C -2.622 4.032 0.590
Cl -3.467 5.475 0.367
C -1.997 3.566 1.797
Cl -2.533 4.290 3.266
*
```



Entry 3:
Below is one molecule with the formula C26H28N4O4 at a distorted geometry, with properties calculated with wB97M-V/def2-TZVPD.

Values from the calculation:
**ΔE to the lowest compared entry with this formula, charge and spin**: 34.5 kcal/mol
**SMILES**: O=C(NCC(=O)N(c1ccccc1)[C@H](C(=O)NC1CCCCC1)c1cccnc1)c1ccco1
**Max |F|**: 1.31 eV/A
**LUMO**: 0.64 eV
**HOMO-LUMO gap**: 9.46 eV

Structure (ORCA input):
```
! wB97M-V def2-TZVPD RIJCOSX def2/J DEFGRID3
* xyz 0 1
O -5.711 -1.256 -0.213
C -5.391 -0.082 -0.147
N -4.157 0.373 -0.466
C -3.065 -0.528 -0.716
C -1.845 -0.073 0.074
O -1.812 1.000 0.647
N -0.817 -0.947 0.100
C -0.830 -2.191 -0.593
C -0.467 -2.250 -1.932
C -0.455 -3.471 -2.582
C -0.803 -4.626 -1.902
C -1.164 -4.564 -0.567
C -1.179 -3.347 0.092
C 0.412 -0.512 0.754
C 1.215 0.401 -0.195
O 1.019 0.443 -1.390
N 2.166 1.105 0.441
C 3.061 2.028 -0.231
C 4.514 1.581 -0.066
C 5.448 2.550 -0.785
C 5.264 3.967 -0.252
C 3.813 4.411 -0.410
C 2.876 3.446 0.310
C 1.251 -1.685 1.179
C 2.080 -2.348 0.278
C 2.804 -3.443 0.714
C 2.674 -3.834 2.039
N 1.898 -3.207 2.904
C 1.207 -2.164 2.484
C -6.337 0.975 0.248
C -7.661 0.878 0.592
C -8.088 2.190 0.887
C -6.998 2.987 0.703
O -5.937 2.267 0.319
H -3.890 1.318 -0.221
H -3.377 -1.536 -0.428
H -2.806 -0.538 -1.782
H -0.179 -1.341 -2.438
H -0.171 -3.521 -3.623
H -0.791 -5.578 -2.413
H -1.435 -5.463 -0.035
H -1.457 -3.289 1.133
H 0.105 0.079 1.627
H 2.253 1.033 1.442
H 2.782 1.997 -1.289
H 4.634 0.572 -0.465
H 4.763 1.555 0.999
H 5.228 2.534 -1.855
H 6.483 2.231 -0.651
H 5.922 4.653 -0.787
H 5.539 3.996 0.805
H 3.684 5.418 -0.008
H 3.556 4.439 -1.471
H 1.837 3.754 0.175
H 3.096 3.454 1.381
H 2.149 -2.011 -0.746
H 3.453 -3.981 0.042
H 3.216 -4.685 2.430
H 0.581 -1.685 3.228
H -8.236 -0.024 0.623
H -9.066 2.498 1.193
H -6.858 4.045 0.812
*
```



Entry 4:
Below is a 3-piece molecular cluster, C34H80ClN6O6P3Si overall at a distorted geometry, with properties calculated with wB97M-V/def2-TZVPD.

Values from the calculation:
**SMILES**: CCCCCCCCCCCCCC[Si@@](CCCC(=O)OCC)(CC(=O)Cl)[PH2]=O.CN(C)P(=O)(N(C)C)N(C)C.CN(C)P(=O)(N(C)C)N(C)C
**Max |F|**: 7.65 eV/A
**LUMO**: -0.85 eV
**HOMO-LUMO gap**: 6.93 eV

Structure (ORCA input):
```
! wB97M-V def2-TZVPD RIJCOSX def2/J DEFGRID3
* xyz 0 1
C 0.839 2.499 9.439
C -0.356 3.103 10.319
C -1.579 3.736 9.497
C -1.723 3.262 7.979
C -2.426 1.835 7.783
C -3.322 1.696 6.464
C -2.514 1.863 5.080
C -2.907 0.723 3.994
C -1.860 0.595 2.787
C -2.289 1.362 1.443
C -3.338 0.567 0.526
C -2.718 -0.679 -0.278
C -2.552 -0.398 -1.875
C -1.041 0.027 -2.234
Si -0.801 0.734 -3.991
C -0.934 2.657 -3.935
C -2.255 3.230 -4.691
C -2.209 4.853 -4.737
C -1.962 5.427 -6.213
O -2.743 5.089 -7.132
O -0.919 6.357 -6.553
C 0.350 5.673 -6.763
C 1.252 5.872 -5.446
C 1.007 0.263 -4.549
C 1.440 1.001 -5.907
O 1.916 2.167 -5.914
Cl 1.312 0.168 -7.551
P -2.141 -0.178 -5.522
O -2.652 -1.595 -5.106
H 1.803 2.484 10.078
H 1.069 3.213 8.564
H 0.662 1.431 9.078
H 0.104 3.960 10.946
H -0.661 2.288 11.076
H -2.531 3.549 10.121
H -1.431 4.882 9.488
H -0.748 3.298 7.372
H -2.416 4.036 7.464
H -1.681 0.951 7.839
H -3.137 1.668 8.682
H -4.135 2.514 6.509
H -3.791 0.640 6.451
H -1.388 1.992 5.212
H -2.890 2.855 4.614
H -3.964 0.941 3.611
H -2.912 -0.285 4.559
H -1.700 -0.514 2.526
H -0.815 0.988 3.088
H -2.792 2.353 1.740
H -1.370 1.641 0.812
H -4.254 0.232 1.121
H -3.702 1.323 -0.272
H -3.496 -1.533 -0.212
H -1.759 -1.111 0.183
H -3.340 0.392 -2.166
H -2.822 -1.335 -2.492
H -0.705 0.767 -1.412
H -0.392 -0.911 -2.091
H -0.017 3.120 -4.469
H -0.915 2.977 -2.832
H -3.168 2.941 -4.063
H -2.365 2.778 -5.740
H -3.221 5.262 -4.369
H -1.422 5.289 -4.021
H 0.132 4.557 -6.872
H 0.872 6.013 -7.718
H 1.395 7.001 -5.297
H 2.270 5.345 -5.511
H 0.641 5.486 -4.548
H 1.780 0.424 -3.727
H 0.982 -0.867 -4.800
H -3.258 0.670 -5.852
H -1.342 -0.314 -6.730
C 6.420 1.470 -1.384
N 7.001 0.215 -1.797
C 7.671 -0.463 -0.693
P 6.874 -0.645 -3.257
O 5.681 -1.486 -2.763
N 5.938 0.139 -4.476
C 5.573 1.540 -4.535
C 4.823 -0.638 -5.034
N 8.277 0.243 -3.856
C 8.945 1.411 -3.322
C 8.618 0.021 -5.262
H 7.208 2.203 -1.164
H 5.811 1.361 -0.481
H 5.773 1.930 -2.121
H 8.745 -0.543 -0.885
H 7.273 -1.475 -0.562
H 7.544 0.056 0.260
H 4.703 1.763 -3.909
H 5.309 1.819 -5.563
H 6.394 2.203 -4.273
H 3.948 -0.610 -4.373
H 5.112 -1.677 -5.192
H 4.523 -0.250 -6.013
H 8.353 2.323 -3.439
H 9.901 1.589 -3.828
H 9.216 1.293 -2.271
H 8.140 0.763 -5.910
H 8.300 -0.972 -5.586
H 9.699 0.069 -5.428
C -4.947 -5.683 0.469
N -3.524 -5.851 0.645
C -2.879 -6.330 -0.573
P -2.502 -5.419 1.931
O -2.155 -4.050 1.316
N -3.311 -4.712 3.282
C -4.726 -4.778 3.588
C -2.821 -3.394 3.712
N -2.814 -6.998 2.656
C -3.802 -8.003 2.325
C -2.261 -7.204 3.995
H -5.437 -6.661 0.369
H -5.182 -5.103 -0.430
H -5.444 -5.175 1.286
H -2.450 -7.325 -0.414
H -2.070 -5.656 -0.873
H -3.569 -6.399 -1.416
H -5.302 -4.040 3.023
H -4.891 -4.569 4.654
H -5.146 -5.769 3.434
H -3.222 -2.593 3.079
H -1.731 -3.355 3.682
H -3.108 -3.186 4.748
H -4.814 -7.705 2.608
H -3.596 -8.949 2.839
H -3.790 -8.266 1.266
H -2.990 -6.944 4.771
H -1.368 -6.593 4.145
H -1.955 -8.243 4.151
*
```



Entry 5:
Below is a 13-piece molecular cluster, H28O14 overall at a distorted geometry, with properties calculated with wB97M-V/def2-TZVPD.

Values from the calculation:
**ΔE to the lowest compared entry with this formula, charge and spin**: 261.1 kcal/mol
**Max |F|**: 17.20 eV/A
**LUMO**: -0.05 eV
**HOMO-LUMO gap**: 6.43 eV

Structure (ORCA input):
```
! wB97M-V def2-TZVPD RIJCOSX def2/J DEFGRID3
* xyz 0 1
H 0.574 0.032 0.591
H -0.789 -0.392 0.070
H -4.698 0.540 1.509
H -4.808 1.439 0.288
H -3.057 -1.492 0.727
H -3.045 -2.599 1.768
H 3.769 0.627 -3.613
H 2.723 -0.385 -3.175
H 4.805 1.120 3.174
H 3.448 1.150 3.857
H -2.939 3.074 -0.223
H -3.365 3.958 0.937
H 3.344 -4.776 0.048
H 2.723 -3.514 0.625
H 3.512 0.828 2.076
H 3.113 -0.632 2.219
H -0.368 4.114 -0.207
H -1.645 4.012 -1.025
H -0.229 -2.547 -2.869
H 1.278 -2.534 -2.673
H -3.829 -0.457 -0.959
H -3.552 -0.999 -2.351
H -1.935 -0.271 -2.986
H -1.690 -0.057 -1.501
H 4.630 3.595 -1.399
H 3.415 3.072 -0.651
H -1.132 -1.121 3.391
H -2.588 -1.503 3.179
O -0.104 -0.644 0.699
O -4.195 1.172 0.982
O -2.998 -2.449 0.817
O 3.620 -0.088 -2.984
O 4.238 0.608 3.761
O -3.162 3.043 0.714
O 2.810 -4.012 -0.196
O 3.439 0.008 1.575
O -0.723 3.732 -1.018
O 0.449 -2.397 -2.201
O -3.210 -1.009 -1.450
O -1.797 -0.751 -2.161
O 3.671 3.678 -1.356
O -1.747 -1.426 2.714
*
```



Entry 6:
Below is a 2-piece molecular cluster, C4H4N2O2 overall at a distorted geometry, with properties calculated with wB97M-V/def2-TZVPD.

Values from the calculation:
**ΔE to the lowest compared entry with this formula, charge and spin**: 101.1 kcal/mol
**Max |F|**: 4.92 eV/A
**LUMO**: -0.50 eV
**HOMO-LUMO gap**: 7.92 eV

Structure (ORCA input):
```
! wB97M-V def2-TZVPD RIJCOSX def2/J DEFGRID3
* xyz 0 1
C 0.480 0.761 0.357
C -1.639 -0.369 -1.050
C 1.992 -0.231 -1.217
C -0.137 0.174 1.635
N 1.315 -0.039 -0.213
N -1.268 0.735 -1.396
O 2.565 -0.808 -2.072
O -1.802 -1.504 -0.961
H 0.786 -0.226 2.334
H -0.645 -0.852 1.327
H -0.719 0.895 2.125
H -0.928 1.463 -0.869
*
```



> Number 6 is which compound?

C4H4N2O2



> max |F| of number 3 (C26H28N4O4)?

1.31 eV/A



> What is the max |F| in the fourth record?

7.65 eV/A